Molecular formula: C13H20N5O5PtS
Method: DFT, ωB97M-V/def2-TZVPD

Properties
E_HOMO (alpha / beta): -18.31 / -18.87 eV
Electronic energy: -1673.781118 hartree
HOMO-LUMO gap (alpha / beta): 9.0 / 6.0 eV
Expectation value of S²: 6.034
Maximum force: 0.7 eV/A
LUMO (alpha / beta): -9.274 / -12.840 eV

ORCA input file:
```
! RIJCOSX wB97M-V def2-TZVPD def2/J DEFGRID3
* xyz 3 5
Pt -0.31 -1.33 -0.49
C 3.53 -2.49 0.18
C 3.08 -1.10 0.10
N 1.81 -0.65 -0.13
C 1.84 0.67 -0.11
C 3.20 1.12 0.14
N 3.90 -0.01 0.26
C 3.94 2.45 0.27
O 3.24 3.54 0.18
O 5.12 2.34 0.46
C 0.59 1.46 -0.31
O 0.66 2.67 -0.32
O -0.46 0.72 -0.45
H 2.68 -3.16 0.13
H 4.10 -2.65 1.09
H 4.21 -2.70 -0.66
H 4.90 0.00 0.44
H 2.29 3.38 0.00
C -3.85 1.24 -0.18
N -4.34 0.79 -1.46
C -5.56 1.33 -2.01
C -3.61 -0.21 -2.23
O -2.65 -0.76 -1.78
H -4.50 0.79 0.59
H -3.99 2.32 -0.12
H -2.81 0.95 -0.05
H -6.29 1.46 -1.21
H -5.93 0.71 -2.81
H -5.32 2.34 -2.39
H -4.03 -0.38 -3.22
S -1.21 -3.25 0.08
C -0.17 -4.69 0.17
N -0.09 -5.33 1.32
C 0.62 -6.62 1.47
C 1.68 -6.75 0.39
C 1.07 -6.45 -0.97
N 0.40 -5.14 -0.92
H -0.61 -4.96 2.10
H -0.11 -7.42 1.42
H 1.06 -6.63 2.47
H 2.08 -7.76 0.40
H 2.50 -6.06 0.59
H 0.34 -7.21 -1.26
H 1.83 -6.41 -1.75
H 0.26 -4.62 -1.77
*
```